1.
This record from the OMol25 dataset describes a 7-piece molecular cluster, C42H80N2O16S6 overall. The level of theory is ωB97M-V/def2-TZVPD.

Structure (XYZ):
```
146
Properties=species:S:1:pos:R:3:mulliken_charge:R:1
C 6.872 -4.241 1.862 -1.031
C 6.085 -2.988 2.389 -0.415
O 5.402 -2.432 1.274 0.018
C 4.783 -1.180 1.613 -0.665
C 3.394 -1.132 0.890 0.392
O 2.400 -0.443 1.634 -0.566
C 1.158 -0.537 0.930 0.427
C 0.207 0.680 1.207 -0.784
O -1.021 0.301 1.826 -0.417
C -2.072 0.184 0.888 -1.030
C -3.412 -0.342 1.492 0.590
C -4.060 0.877 2.212 -0.525
N -4.579 1.656 2.820 -0.530
C -3.290 -1.533 2.520 2.251
C -2.908 -0.886 3.889 -0.613
N -2.648 -0.566 4.925 -0.603
C -4.747 -2.143 2.734 -0.392
C -5.509 -1.583 3.998 -1.539
C -2.165 -2.585 2.219 0.050
C -2.600 -3.844 1.384 -1.203
C -3.429 -3.548 0.081 0.157
C -4.676 -4.529 0.090 -0.788
O -5.696 -4.137 -0.825 -0.411
C -5.712 -4.977 -2.002 -0.556
H 6.185 -5.037 1.494 0.260
H 7.529 -3.920 1.018 0.131
H 7.474 -4.691 2.693 0.352
H 6.772 -2.272 2.905 0.365
H 5.319 -3.359 3.123 0.315
H 4.700 -1.057 2.717 0.512
H 5.423 -0.389 1.145 0.045
H 3.560 -0.668 -0.117 0.181
H 3.079 -2.197 0.744 0.122
H 1.413 -0.514 -0.154 -0.048
H 0.675 -1.526 1.114 0.015
H 0.803 1.389 1.840 0.273
H 0.026 1.203 0.240 0.451
H -2.277 1.222 0.497 0.500
H -1.742 -0.417 0.003 0.293
H -4.096 -0.544 0.631 0.751
H -4.748 -3.250 2.860 0.012
H -5.338 -1.864 1.823 0.345
H -5.621 -0.480 4.003 0.333
H -5.113 -1.997 4.955 0.329
H -6.552 -1.998 3.918 0.483
H -1.836 -2.978 3.217 0.506
H -1.246 -2.173 1.750 -0.852
H -1.705 -4.468 1.132 0.577
H -3.222 -4.487 2.058 0.486
H -3.775 -2.502 -0.037 0.020
H -2.835 -3.858 -0.820 0.437
H -4.353 -5.593 -0.060 0.388
H -5.133 -4.500 1.114 0.231
H -6.507 -5.748 -1.884 0.251
H -4.723 -5.467 -2.177 0.363
H -5.885 -4.291 -2.862 0.098
O 2.975 4.124 -2.040 -0.695
S 2.444 3.690 -0.771 0.919
O 1.613 2.515 -0.649 -0.484
C 3.789 3.572 0.398 -0.554
C 3.879 4.965 1.011 -0.511
C 2.432 5.399 1.272 -0.746
C 1.622 5.079 0.011 -0.725
H 4.700 3.268 -0.114 0.436
H 3.513 2.828 1.148 0.292
H 4.471 4.962 1.925 0.248
H 4.348 5.651 0.310 0.344
H 2.030 4.837 2.120 0.324
H 2.367 6.459 1.521 0.345
H 0.596 4.802 0.250 0.402
H 1.628 5.912 -0.691 0.359
O 1.556 -2.430 -1.009 -0.371
S 1.852 -3.273 -2.143 0.963
O 1.470 -4.662 -2.187 -0.773
C 1.266 -2.459 -3.622 -0.831
C 2.440 -1.590 -4.063 -0.677
C 3.691 -2.459 -3.891 -0.305
C 3.601 -3.125 -2.515 0.022
H 0.368 -1.887 -3.398 0.480
H 1.047 -3.231 -4.361 0.381
H 2.321 -1.250 -5.092 0.428
H 2.514 -0.707 -3.422 0.266
H 3.712 -3.225 -4.671 0.334
H 4.608 -1.872 -3.984 0.066
H 4.052 -4.116 -2.514 0.339
H 4.059 -2.508 -1.740 -0.400
O 8.297 4.799 1.470 -0.687
S 7.596 6.056 1.511 1.144
O 6.351 6.262 0.810 -0.626
C 7.386 6.532 3.221 -0.690
C 8.646 7.324 3.550 -0.659
C 8.898 8.228 2.339 -0.612
C 8.743 7.366 1.082 -0.640
H 7.260 5.645 3.839 0.446
H 6.498 7.163 3.284 0.361
H 8.528 7.900 4.468 0.337
H 9.491 6.643 3.684 0.307
H 8.160 9.034 2.327 0.299
H 9.885 8.691 2.380 0.313
H 8.340 7.938 0.248 0.341
H 9.687 6.905 0.794 0.348
O -9.419 -5.049 -2.942 -0.646
S -8.902 -4.576 -4.201 1.185
O -7.869 -5.281 -4.920 -0.674
C -10.277 -4.278 -5.302 -0.721
C -10.679 -2.834 -5.022 -0.594
C -9.367 -2.050 -4.911 -0.759
C -8.424 -2.857 -4.012 -0.524
H -11.073 -4.993 -5.102 0.392
H -9.915 -4.394 -6.325 0.335
H -11.322 -2.438 -5.808 0.348
H -11.225 -2.775 -4.076 0.294
H -8.924 -1.940 -5.904 0.310
H -9.528 -1.048 -4.512 0.343
H -7.384 -2.739 -4.309 0.340
H -8.544 -2.588 -2.963 0.382
O 6.853 0.533 -1.431 -0.773
S 7.078 -0.885 -1.283 1.066
O 6.564 -1.634 -0.145 -0.491
C 6.566 -1.701 -2.791 -0.620
C 7.811 -1.684 -3.672 -0.820
C 8.979 -2.047 -2.749 -0.629
C 8.832 -1.212 -1.472 -0.782
H 5.720 -1.170 -3.230 0.464
H 6.278 -2.722 -2.535 0.354
H 7.721 -2.382 -4.505 0.348
H 7.963 -0.683 -4.084 0.361
H 8.929 -3.111 -2.501 0.281
H 9.942 -1.867 -3.228 0.365
H 9.194 -1.747 -0.596 0.332
H 9.345 -0.254 -1.559 0.379
O -8.388 3.205 -0.075 -0.679
S -8.901 2.792 1.209 1.187
O -9.721 1.614 1.361 -0.680
C -7.542 2.710 2.364 -0.312
C -7.458 4.115 2.947 -0.697
C -8.905 4.543 3.215 -0.647
C -9.726 4.191 1.971 -0.653
H -6.636 2.405 1.849 0.079
H -7.802 1.981 3.132 0.324
H -6.855 4.135 3.855 0.342
H -7.000 4.794 2.222 0.343
H -9.292 3.996 4.079 0.302
H -8.975 5.607 3.444 0.334
H -10.747 3.911 2.227 0.348
H -9.735 5.009 1.252 0.358
```

Properties
- Total charge: 0
- SMILES: CCOCCOCCOC[C@H](C#N)[C@@](C#N)(CC)CCCCOC.O=S1(=O)CCCC1.O=S1(=O)CCCC1.O=S1(=O)CCCC1.O=S1(=O)CCCC1.O=S1(=O)CCCC1.O=S1(=O)CCCC1

2.
This record from the OMol25 dataset describes C42H82Br6O20S10 as an isolated structure. The level of theory is ωB97M-V/def2-TZVPD.

Structure (XYZ):
```
160
Properties=species:S:1:pos:R:3:mulliken_charge:R:1
C 2.799 6.642 -1.519 -0.383
Br 4.099 6.128 -2.819 -0.027
Br 3.622 7.825 -0.170 -0.062
Br 1.962 5.013 -0.753 0.244
H 2.015 7.318 -1.860 0.393
C -3.925 4.521 -2.856 -0.307
Br -2.269 3.729 -2.153 0.088
Br -4.202 3.808 -4.670 -0.065
Br -3.869 6.421 -2.529 -0.050
H -4.699 3.992 -2.299 0.387
C -3.382 0.028 -3.614 0.223
C -2.800 -1.326 -4.000 -0.017
C -3.973 -2.332 -3.994 -1.076
S -4.912 -2.070 -2.480 1.082
O -4.102 -2.693 -1.426 -0.485
O -6.288 -2.376 -2.606 -0.715
C -4.591 -0.164 -2.510 -0.690
H -3.705 0.549 -4.515 0.335
H -2.671 0.753 -3.218 -0.449
H -1.983 -1.572 -3.321 -0.239
H -2.303 -1.289 -4.969 0.635
H -3.697 -3.361 -4.226 0.589
H -4.760 -2.007 -4.675 0.328
H -4.406 0.036 -1.455 0.025
H -5.565 0.271 -2.736 0.563
C 3.960 5.444 3.778 -0.873
C 3.756 4.103 3.038 -0.103
C 2.280 3.837 2.819 0.951
S 1.278 5.049 3.646 1.257
O 0.287 4.493 4.585 -0.698
O 0.871 6.200 2.803 -0.680
C 2.693 5.638 4.630 -1.064
H 4.000 6.192 2.987 0.239
H 4.930 5.415 4.274 0.450
H 4.074 3.457 3.857 -0.067
H 4.320 4.027 2.108 0.517
H 1.926 2.938 3.322 -0.049
H 1.801 3.951 1.846 -0.805
H 2.586 4.895 5.420 0.409
H 2.456 6.654 4.947 0.499
C -5.537 -1.762 2.631 -0.512
C -4.144 -2.100 1.882 0.331
C -3.176 -2.612 2.893 -0.617
S -4.084 -3.557 4.134 1.178
O -3.488 -3.184 5.480 -0.668
O -4.251 -4.947 3.641 -0.665
C -5.609 -2.519 3.950 -0.900
H -6.356 -1.839 1.915 0.457
H -5.556 -0.710 2.916 -0.045
H -3.788 -1.239 1.316 -0.256
H -4.253 -2.777 1.035 0.298
H -2.652 -1.800 3.397 -0.023
H -2.271 -3.196 2.728 0.543
H -5.620 -1.967 4.890 0.441
H -6.492 -3.138 4.105 0.414
C 5.527 0.178 1.197 -0.266
C 6.283 -1.042 1.840 -0.568
C 5.746 -1.220 3.219 -0.257
S 5.815 0.479 3.956 1.019
O 7.269 0.732 4.189 -0.671
O 4.674 0.660 4.907 -0.605
C 5.195 1.290 2.296 0.052
H 4.621 -0.130 0.675 -0.298
H 6.175 0.593 0.424 0.454
H 7.275 -0.598 1.916 0.435
H 6.172 -1.974 1.287 0.206
H 6.219 -1.972 3.852 0.637
H 4.674 -1.415 3.242 -0.222
H 5.676 2.266 2.233 0.514
H 4.106 1.253 2.259 -0.309
C 0.278 -2.230 5.165 -0.813
C 0.880 -2.391 3.748 1.159
C 2.139 -3.083 3.967 -0.484
S 1.843 -4.544 5.012 1.179
O 2.905 -4.777 5.994 -0.686
O 1.194 -5.593 4.308 -0.630
C 0.527 -3.565 5.870 -0.881
H -0.720 -1.811 5.036 0.379
H 0.854 -1.384 5.542 0.398
H 1.048 -1.375 3.392 -0.776
H 0.308 -3.074 3.120 0.013
H 2.819 -2.550 4.632 0.304
H 2.646 -3.365 3.044 0.099
H 0.792 -3.404 6.915 0.408
H -0.332 -4.230 5.962 0.396
C -0.773 -3.936 -4.832 -0.313
C -0.297 -4.030 -3.333 0.396
C -0.529 -5.461 -2.901 -1.029
S -0.150 -6.537 -4.380 1.039
O -1.316 -7.442 -4.481 -0.676
O 1.164 -7.051 -4.430 -0.594
C -0.097 -5.094 -5.552 -0.735
H -0.277 -3.047 -5.222 0.242
H -1.845 -3.739 -4.848 -0.041
H -0.836 -3.438 -2.594 -0.082
H 0.754 -3.742 -3.340 -0.067
H -1.614 -5.566 -2.875 0.372
H -0.159 -5.938 -1.994 0.544
H -0.663 -5.314 -6.457 0.446
H 0.971 -4.914 -5.670 0.374
C 4.561 -3.397 -2.606 -0.911
C 3.803 -4.694 -2.977 0.117
C 3.465 -5.353 -1.556 -0.974
S 3.081 -4.014 -0.393 1.107
O 3.631 -4.290 0.949 -0.752
O 1.745 -3.474 -0.562 -0.386
C 4.244 -2.883 -1.198 -0.306
H 4.311 -2.635 -3.345 0.324
H 5.620 -3.653 -2.576 0.314
H 4.324 -5.474 -3.533 0.498
H 2.848 -4.471 -3.453 -0.355
H 4.419 -5.783 -1.252 0.394
H 2.681 -6.103 -1.654 0.415
H 5.209 -3.057 -0.721 0.095
H 4.070 -1.855 -0.882 0.407
C 0.001 0.559 -1.275 -0.079
C -1.007 -0.298 -0.510 0.972
C -0.276 -0.477 0.812 -0.556
S 0.605 1.063 1.199 0.633
O 2.015 0.703 1.365 -0.376
O -0.034 1.865 2.261 -0.517
C 0.287 1.816 -0.417 -0.252
H -0.412 0.770 -2.261 -0.214
H 0.925 -0.001 -1.425 0.341
H -1.104 -1.241 -1.047 -0.152
H -1.968 0.213 -0.439 -0.272
H 0.529 -1.210 0.778 0.117
H -0.804 -0.842 1.693 0.004
H 1.115 2.471 -0.687 0.003
H -0.584 2.467 -0.344 -0.085
C -0.275 4.488 -5.573 0.114
C 0.703 3.426 -5.220 -0.974
C 0.010 2.097 -5.387 0.191
S -0.801 2.114 -6.985 1.053
O -2.175 1.701 -6.770 -0.575
O 0.026 1.403 -7.952 -0.683
C -0.743 3.977 -6.978 -0.904
H 0.086 5.511 -5.684 0.398
H -1.106 4.482 -4.868 -0.265
H 1.210 3.531 -4.261 0.275
H 1.490 3.472 -5.972 0.414
H -0.737 2.035 -4.596 -0.402
H 0.674 1.239 -5.493 0.562
H -1.704 4.343 -7.339 0.452
H 0.060 4.196 -7.682 0.381
C -5.211 4.500 2.741 -0.681
C -3.815 4.801 3.381 -0.758
C -2.700 4.096 2.788 -0.309
S -3.421 2.423 2.162 1.282
O -2.963 1.304 3.061 -0.687
O -3.365 2.442 0.670 -0.447
C -5.251 2.947 2.635 -0.948
H -5.361 4.893 1.735 0.282
H -6.117 4.866 3.225 0.402
H -3.866 4.565 4.444 0.312
H -3.660 5.877 3.305 0.363
H -1.828 3.810 3.376 0.096
H -2.390 4.535 1.840 0.296
H -5.429 2.508 3.617 0.355
H -5.914 2.422 1.947 0.504
```

Properties
- Total charge: 0
- Energy relative to the best compared isomer or geometry (same formula, charge and spin): 0.00 kcal per mole

3.
This record from the OMol25 dataset describes a 3-piece molecular cluster, C42H82BrN8O4P2 overall. The level of theory is ωB97M-V/def2-TZVPD.

Structure (XYZ):
```
139
Properties=species:S:1:pos:R:3:mulliken_charge:R:1
C 11.680 -3.271 2.176 -1.280
C 12.035 -1.898 1.577 -0.354
C 11.648 -0.741 2.533 -0.785
C 11.007 0.464 1.810 -0.688
C 9.705 0.941 2.477 -0.369
C 9.350 2.348 2.009 -0.492
C 8.045 2.889 2.639 -1.006
C 6.794 2.651 1.747 -0.042
C 6.109 1.374 2.236 -1.935
N 4.907 1.024 1.434 0.690
N 3.773 1.388 1.991 -0.737
C 2.662 1.087 1.357 -0.059
C 1.361 1.486 2.035 -0.068
C 1.621 1.703 3.523 0.009
C 1.976 0.584 4.277 -0.178
C 2.274 0.676 5.629 -0.977
C 2.197 1.936 6.221 -0.661
C 1.813 3.047 5.492 -0.751
C 1.518 2.961 4.125 0.605
C 1.106 4.198 3.361 -1.463
C 2.700 0.395 0.118 1.063
C 1.399 0.041 -0.564 -1.330
C 1.195 -1.492 -0.411 -0.650
C 1.049 -1.910 1.052 0.133
C 0.906 -3.427 1.214 -0.983
C 0.510 -3.822 2.658 -0.866
C 1.696 -4.531 3.350 -0.502
C 1.807 -5.999 2.893 -1.129
C 3.912 0.048 -0.467 -0.102
C 4.025 -0.687 -1.781 -1.434
C 4.416 -2.161 -1.593 0.686
O 4.293 -2.907 -2.500 -0.524
O 4.896 -2.609 -0.406 -0.496
C 5.065 0.403 0.271 1.301
Br 6.761 -0.007 -0.421 0.014
H 10.634 -3.239 2.489 0.341
H 12.338 -3.452 3.025 0.312
H 11.765 -4.071 1.443 0.371
H 11.579 -1.774 0.593 0.330
H 13.114 -1.910 1.404 0.264
H 11.003 -1.163 3.308 0.437
H 12.578 -0.436 3.015 0.331
H 10.798 0.160 0.783 0.290
H 11.716 1.293 1.834 0.389
H 8.921 0.227 2.200 -0.010
H 9.848 0.902 3.559 0.365
H 9.219 2.384 0.925 0.225
H 10.159 3.021 2.295 0.397
H 7.848 2.357 3.577 0.490
H 8.120 3.941 2.904 0.459
H 6.139 3.512 1.881 0.329
H 7.092 2.544 0.706 0.294
H 6.788 0.528 2.307 0.486
H 5.781 1.576 3.254 0.516
H 1.060 2.430 1.583 0.536
H 0.620 0.702 1.923 -0.027
H 2.034 -0.390 3.797 0.369
H 2.576 -0.201 6.184 0.482
H 2.447 2.024 7.271 0.397
H 1.734 4.025 5.953 0.421
H 1.930 4.665 2.822 0.290
H 0.720 4.917 4.084 0.477
H 0.282 3.975 2.683 0.372
H 1.493 0.284 -1.620 0.171
H 0.545 0.535 -0.114 0.724
H 2.056 -2.035 -0.808 0.172
H 0.309 -1.815 -0.956 0.687
H 1.913 -1.608 1.660 -0.242
H 0.147 -1.464 1.479 0.390
H 1.853 -3.925 0.987 0.387
H 0.163 -3.789 0.500 0.446
H 0.194 -2.957 3.246 0.422
H -0.321 -4.526 2.618 0.415
H 2.604 -4.004 3.037 0.226
H 1.624 -4.423 4.433 0.428
H 0.816 -6.368 2.626 0.276
H 2.429 -6.035 2.000 0.283
H 2.191 -6.663 3.665 0.368
H 4.826 -0.229 -2.363 0.767
H 3.096 -0.611 -2.330 0.129
H 4.339 -2.332 0.334 0.371
O -1.748 1.562 -1.468 -0.470
P -2.843 2.049 -2.378 0.401
N -3.794 0.620 -2.498 0.210
C -4.741 0.310 -3.553 -0.775
C -4.318 0.122 -1.223 -1.093
N -1.878 2.255 -3.811 0.240
C -2.081 1.441 -4.995 -1.165
C -0.451 2.437 -3.590 -1.155
N -4.077 3.112 -3.010 0.017
C -3.647 4.322 -3.741 -0.950
C -4.945 3.596 -1.898 -1.011
H -5.643 0.935 -3.522 0.289
H -5.062 -0.730 -3.467 0.274
H -4.308 0.382 -4.545 0.167
H -5.242 0.636 -0.926 0.303
H -3.588 0.255 -0.425 0.220
H -4.535 -0.945 -1.290 0.347
H -1.950 0.369 -4.798 0.301
H -1.374 1.731 -5.775 0.437
H -3.064 1.618 -5.433 0.346
H 0.065 1.483 -3.408 0.346
H -0.263 3.091 -2.741 0.296
H 0.003 2.908 -4.465 0.394
H -2.910 4.907 -3.186 0.326
H -4.517 4.955 -3.928 0.384
H -3.237 4.079 -4.715 0.285
H -4.393 4.234 -1.203 0.349
H -5.359 2.760 -1.332 0.235
H -5.787 4.161 -2.294 0.405
O -9.670 -0.010 -0.373 -0.856
P -10.029 -0.866 -1.552 0.742
N -8.457 -1.417 -2.008 0.374
C -8.072 -1.927 -3.309 -0.904
C -7.749 -2.163 -0.970 -1.010
N -10.569 0.400 -2.610 0.243
C -9.860 0.730 -3.830 -1.098
C -11.004 1.628 -1.952 -1.022
N -10.887 -2.068 -2.490 -0.002
C -12.225 -1.716 -3.011 -0.938
C -11.081 -3.300 -1.677 -1.053
H -8.498 -2.912 -3.543 0.268
H -6.985 -2.023 -3.357 0.392
H -8.325 -1.250 -4.119 0.184
H -8.044 -3.221 -0.946 0.322
H -7.944 -1.737 0.014 0.360
H -6.670 -2.119 -1.135 0.114
H -8.819 1.029 -3.647 0.219
H -10.362 1.552 -4.345 0.450
H -9.886 -0.099 -4.541 0.310
H -10.158 2.263 -1.660 0.286
H -11.588 1.413 -1.061 0.338
H -11.644 2.202 -2.626 0.336
H -12.884 -1.315 -2.238 0.339
H -12.692 -2.610 -3.429 0.377
H -12.165 -1.000 -3.823 0.279
H -11.741 -3.123 -0.824 0.373
H -10.128 -3.668 -1.292 0.240
H -11.507 -4.095 -2.287 0.395
```

Properties
- Total charge: +1
- Energy relative to the best compared isomer or geometry (same formula, charge and spin): 0.00 kcal per mole

We obtain calculated total energy values of -145595.3411 -614431.1380 -153607.6570 eV for the records listed above, in that order.
We obtain lowest unoccupied orbital energy values of 0.32 -0.93 -3.83 eV for the records listed above, in that order.
We obtain gap between HOMO and LUMO values of 0.32855 0.32277 0.21051 hartree for the records listed above, in that order.